# 1
A structure of composition C16H43B3ClIO8S5 in a non-equilibrium geometry, computed with the ωB97M-V functional and the def2-TZVPD basis.

Element x y z (Å)
C 2.4780 0.5309 1.7445
C 1.7494 1.7223 2.5305
I -0.2081 0.9656 3.1348
C 1.6477 2.9535 1.5580
B 0.9415 4.2683 2.1454
O 1.6955 5.4998 2.1396
B 1.0221 6.2725 1.1296
O -0.3960 6.3603 1.0691
B -1.0627 5.3887 1.8722
C -2.6958 5.4033 1.9169
C -3.3874 4.4589 0.8411
C -3.1682 2.9183 1.0488
Cl -3.9476 2.4037 2.6357
O -0.4023 4.3974 2.6544
H 2.4045 0.7851 0.6479
H 3.5636 0.5431 2.0151
H 2.0019 -0.4568 1.9314
H 2.3572 2.0199 3.4266
H 1.0888 2.6811 0.6153
H 2.6791 3.2639 1.2267
H 1.7021 6.8145 0.3164
H -2.9913 6.4532 1.6279
H -3.0624 5.1848 2.9531
H -3.0370 4.7077 -0.1995
H -4.4920 4.6424 0.9493
H -2.0926 2.5920 1.0349
H -3.6346 2.4095 0.1602
C 2.2490 1.1681 -3.8072
S 2.4945 0.8614 -2.0520
O 2.1667 2.1289 -1.3308
C 4.2926 0.7464 -2.1455
H 1.1888 1.3146 -3.9815
H 2.7976 2.0642 -4.1055
H 2.5929 0.3061 -4.3787
H 4.7031 1.6688 -2.5587
H 4.5695 -0.1032 -2.7709
H 4.6792 0.5959 -1.1377
C -6.3124 -1.7912 -4.8890
S -4.8548 -0.7308 -4.9415
O -3.7559 -1.4572 -4.2404
C -5.4879 0.5111 -3.8024
H -6.1224 -2.6668 -5.5087
H -6.5043 -2.1069 -3.8624
H -7.1719 -1.2477 -5.2836
H -5.7268 0.0392 -2.8538
H -6.3762 0.9752 -4.2326
H -4.7233 1.2710 -3.6475
C -6.1126 -0.1119 1.4882
S -6.3288 -0.0366 -0.2980
O -6.3517 1.4061 -0.6853
C -8.0363 -0.6192 -0.2801
H -5.1232 0.2521 1.7900
H -6.8655 0.5155 1.9673
H -6.2204 -1.1482 1.8120
H -8.6480 0.0435 0.3334
H -8.0687 -1.6354 0.1143
H -8.4112 -0.6159 -1.3033
C 5.9475 -1.7183 1.1783
S 4.7607 -2.7925 2.0083
O 3.6904 -1.9204 2.5762
C 5.8525 -3.2587 3.3679
H 5.4609 -1.2798 0.3079
H 6.2674 -0.9241 1.8552
H 6.8065 -2.3072 0.8548
H 6.1778 -2.3674 3.9064
H 6.7157 -3.7964 2.9727
H 5.2987 -3.9094 4.0438
C 5.2291 -7.1340 1.3116
S 5.5990 -6.7959 -0.4213
O 5.2904 -5.3582 -0.6693
C 4.2335 -7.7630 -1.0946
H 5.9444 -6.5896 1.9272
H 4.2179 -6.7995 1.5478
H 5.3270 -8.2035 1.5029
H 3.2860 -7.3883 -0.7052
H 4.3638 -8.8119 -0.8255
H 4.2456 -7.6633 -2.1791

Calculated values
- Charge: 0
- Electronic energy: -4060.80420 Ha
- 2S+1: 1

# 2
A structure of composition C34H49KN4O4PS4Sb, computed with the ωB97M-V functional and the def2-TZVPD basis.

Element x y z (Å)
K 0.0297 0.1764 -0.8483
C 2.8359 0.4590 1.4866
O 1.9672 -0.6524 1.2881
C 1.5556 -1.2067 2.5199
C 0.4893 -2.2469 2.2682
O -0.7305 -1.7570 1.7426
C -1.3523 -0.7827 2.5735
C -2.8417 -0.7669 2.2310
O -3.4193 0.5128 2.1935
C -3.3969 1.1674 3.4448
H 3.7592 0.1410 1.9885
H 3.0670 0.8698 0.5050
H 2.3484 1.2212 2.1018
H 2.4114 -1.6837 3.0198
H 1.1841 -0.4226 3.1915
H 0.8502 -2.9684 1.5301
H 0.2888 -2.7745 3.2125
H -1.1845 -1.0448 3.6246
H -0.9230 0.2146 2.4190
H -2.9551 -1.1852 1.2314
H -3.3986 -1.4006 2.9408
H -3.9450 0.5825 4.1975
H -2.3804 1.3550 3.8034
H -3.8887 2.1289 3.3093
S -0.0646 0.3798 -3.8904
C 0.1416 2.0887 -3.6504
C -0.7993 2.9449 -4.2468
C -0.7109 4.3305 -4.2045
C -1.7142 5.1261 -4.8421
N -2.5339 5.7491 -5.3605
C 0.3754 4.9176 -3.5305
C 1.2967 4.0872 -2.9002
C 1.2167 2.6859 -2.9082
S 2.4359 1.7948 -2.0283
C 0.5376 6.3360 -3.4658
N 0.6846 7.4779 -3.4032
H -1.6265 2.4868 -4.7720
H 2.1284 4.5355 -2.3715
C -3.9865 -1.6097 -1.9753
P -2.2835 -2.0909 -1.4860
C -2.6342 -3.6102 -0.5021
C -1.6706 -2.8714 -3.0201
C -1.9155 -2.2915 -4.2639
C -1.3612 -2.8281 -5.4176
C -0.5499 -3.9513 -5.3494
C -0.2881 -4.5308 -4.1157
C -0.8398 -3.9927 -2.9617
H -3.9405 -0.6895 -2.5581
H -4.5486 -1.3910 -1.0647
H -4.5032 -2.3823 -2.5485
H -2.9958 -4.4354 -1.1194
H -3.3879 -3.3707 0.2506
H -1.7359 -3.9115 0.0368
H -2.4938 -1.3811 -4.3347
H -1.5395 -2.3383 -6.3665
H -0.1031 -4.3607 -6.2474
H 0.3648 -5.3934 -4.0471
H -0.6032 -4.4455 -2.0058
C 5.1133 2.6921 5.6255
C 3.8801 3.2805 4.9954
C 3.8771 4.5734 4.4849
C 2.6890 4.9836 3.9000
N 1.6110 4.2250 3.8169
C 1.6890 2.9662 4.3371
S 0.3203 1.9412 4.1985
N 2.8172 2.4914 4.9313
H 5.7552 3.4657 6.0503
H 5.6889 2.1502 4.8711
H 4.8278 1.9811 6.3990
H 4.7456 5.2164 4.5347
H 2.6041 5.9810 3.4730
C 2.9678 -4.2068 -2.1574
Sb 2.4213 -2.1040 -1.9875
C 4.3390 -1.5313 -1.2071
C 2.8835 -1.6697 -4.0255
H 3.6841 -4.3436 -2.9705
H 2.0885 -4.8239 -2.3485
H 3.4316 -4.5359 -1.2239
H 5.1384 -1.9777 -1.8020
H 4.4251 -1.8557 -0.1687
H 4.4153 -0.4443 -1.2523
H 3.8570 -2.0909 -4.2876
H 2.8724 -0.5863 -4.1365
H 2.1030 -2.0878 -4.6625
O -1.5870 1.9130 -0.4510
S -1.6659 2.9175 0.6631
C -2.3189 4.4650 -0.0758
C -1.1756 5.4755 -0.1709
C -0.1849 5.1268 0.9397
C -0.0008 3.6198 0.8639
H -3.1281 4.8090 0.5715
H -2.7327 4.1675 -1.0396
H -1.5431 6.5008 -0.0995
H -0.6821 5.3685 -1.1365
H -0.5685 5.4056 1.9255
H 0.7726 5.6337 0.8110
H 0.4410 3.1857 1.7610
H 0.5542 3.3213 -0.0329

Calculated values
- Charge: -2
- Energy relative to the best compared isomer or geometry (same formula, charge and spin): 0.000 eV
- 2S+1: 1

# 3
The molecule C20H17N3O5 in a non-equilibrium geometry, computed with the ωB97M-V functional and the def2-TZVPD basis.

Element x y z (Å)
C 2.8275 -2.6131 -0.3694
O 1.6901 -2.2534 0.3874
C 0.4583 -2.2239 -0.1692
C -0.5587 -1.8398 0.7086
C -1.8875 -1.7523 0.3152
C -2.9396 -1.3157 1.2446
N -2.9184 -0.3491 2.0670
N -1.8591 0.4691 2.1599
C -1.8315 1.4907 3.0798
O -2.7190 1.6998 3.8716
C -0.6012 2.3298 3.0072
C -0.6738 3.6336 3.5045
C 0.4445 4.4386 3.4637
C 1.6248 3.9245 2.9238
C 2.8655 4.7524 2.8342
N 1.7020 2.6780 2.4778
C 0.6340 1.9043 2.5239
C -2.2226 -2.0927 -0.9959
C -1.2337 -2.4659 -1.8774
C 0.1027 -2.5198 -1.4905
O 1.0410 -2.9467 -2.4219
C 1.2056 -2.3105 -3.6002
O 1.7701 -2.8730 -4.5020
C 0.7396 -0.9222 -3.7200
C 0.6426 -0.1701 -4.8667
C 0.2130 1.1087 -4.4620
C 0.0904 1.0496 -3.1043
O 0.4024 -0.1658 -2.6463
H 3.6504 -2.6217 0.3444
H 2.7211 -3.6026 -0.8174
H 3.0393 -1.8784 -1.1507
H -0.2689 -1.6641 1.7342
H -3.8768 -1.8549 1.2132
H -1.0910 0.3723 1.4965
H -1.6115 3.9820 3.9117
H 0.4158 5.4498 3.8400
H 3.6571 4.1746 2.3671
H 2.6794 5.6517 2.2496
H 3.1843 5.0590 3.8291
H 0.8030 0.8924 2.1748
H -3.2510 -2.0506 -1.3185
H -1.4770 -2.7287 -2.8971
H 0.8539 -0.5120 -5.8584
H 0.0249 1.9555 -5.0887
H -0.1975 1.7853 -2.3790

Calculated values
- Charge: 0
- Energy relative to the best compared isomer or geometry (same formula, charge and spin): 3.161 eV
- 2S+1: 1

# 4
A structure of composition C36H64O22S5 in a non-equilibrium geometry, computed with the ωB97M-V functional and the def2-TZVPD basis.

Element x y z (Å)
C -10.7000 -8.8569 3.1898
C -9.4489 -8.3637 3.8310
C -9.4748 -6.9498 4.3513
O -8.9029 -6.8945 5.6472
C -8.9427 -8.0539 6.1151
O -8.5606 -8.4047 7.2541
O -9.2698 -8.9430 5.1113
H -10.8348 -8.6487 2.1284
H -11.6221 -8.5951 3.7086
H -10.5555 -9.9256 3.3488
H -8.5107 -8.5223 3.2992
H -10.4678 -6.5139 4.4612
H -8.9251 -6.2875 3.6825
C -17.2700 -2.5263 5.4306
C -16.8138 -4.0153 5.3907
C -16.9707 -4.5813 6.7727
O -17.7622 -5.7101 6.5803
C -18.3193 -5.7345 5.3588
O -19.0176 -6.5646 4.9066
O -17.8591 -4.6998 4.7109
H -17.6581 -2.1315 6.3695
H -17.9608 -2.2982 4.6189
H -16.3844 -1.9454 5.1728
H -15.8105 -4.2252 5.0199
H -17.4250 -3.9097 7.5012
H -15.9731 -4.7331 7.1846
C -11.1614 -7.7312 7.6643
C -10.0698 -7.9697 8.6994
C -9.0465 -6.8577 8.7910
O -8.8704 -6.7593 10.1624
C -10.0124 -7.2357 10.8138
O -10.2417 -7.1136 12.0116
O -10.7932 -7.8765 9.9146
H -10.7625 -7.4017 6.7048
H -11.6713 -6.8013 7.9161
H -11.8283 -8.5865 7.5560
H -9.5828 -8.9383 8.5866
H -9.2445 -5.9035 8.3027
H -8.1812 -7.2404 8.2498
C -12.1039 -4.0573 5.6110
C -12.7255 -5.1567 6.4983
C -14.1459 -5.6469 6.1291
O -13.7753 -6.7423 5.3187
C -12.5000 -7.1675 5.5275
O -12.1248 -8.2520 5.0242
O -11.9152 -6.3184 6.3380
H -11.8722 -4.5218 4.6526
H -11.2184 -3.8209 6.2011
H -12.7857 -3.2253 5.4355
H -12.6444 -4.8181 7.5311
H -14.6189 -4.8143 5.6084
H -14.7056 -5.7785 7.0552
C -11.4695 -9.6728 5.6460
C -12.8161 -10.4030 6.0523
C -12.6379 -11.1997 7.3322
S -10.7421 -11.2757 7.7812
O -10.2256 -12.6236 7.9022
O -10.4284 -10.2749 8.8069
C -10.2532 -10.5755 6.0605
H -11.4666 -8.8155 6.3192
H -11.6518 -9.3487 4.6214
H -12.9357 -11.0808 5.2071
H -13.6938 -9.7586 6.1023
H -12.6752 -12.2262 6.9677
H -13.3634 -11.0616 8.1339
H -10.2444 -11.3876 5.3335
H -9.2551 -10.1383 6.0314
C -13.6321 -5.5175 2.4903
C -14.9919 -4.9358 2.9995
C -15.5472 -3.6953 2.1695
S -14.2243 -3.3791 0.9940
O -13.7397 -1.9952 1.0388
O -14.4379 -4.1586 -0.2572
C -12.8869 -4.3320 1.9083
H -13.8256 -6.1246 1.6060
H -12.9683 -5.9242 3.2533
H -14.7195 -4.5991 3.9998
H -15.7456 -5.6920 3.2194
H -15.7050 -2.7548 2.6973
H -16.5635 -3.9675 1.8845
H -12.4933 -3.6808 2.6887
H -12.0578 -4.5539 1.2364
C -8.3631 -3.7498 6.4271
C -9.1387 -2.4838 6.9590
C -9.7153 -1.7477 5.7965
S -9.8856 -2.8714 4.3082
O -8.9534 -2.5790 3.2201
O -11.2736 -3.1783 4.0318
C -9.2517 -4.4089 5.3521
H -8.1568 -4.4331 7.2508
H -7.4909 -3.5189 5.8155
H -8.4475 -1.9058 7.5724
H -9.9358 -2.6619 7.6808
H -9.1808 -0.9404 5.2959
H -10.6970 -1.2933 5.9308
H -8.6990 -5.1043 4.7204
H -10.1968 -4.8571 5.6587
C -14.5597 -9.2608 2.9127
C -14.2621 -7.7576 2.9783
C -12.8194 -7.5767 2.6163
S -12.4339 -8.9114 1.3201
O -11.6162 -9.9214 1.8281
O -12.2395 -8.4191 -0.0195
C -14.2254 -9.6082 1.4484
H -15.6098 -9.5086 3.0681
H -13.9664 -9.9716 3.4879
H -14.4900 -7.3382 3.9583
H -14.7918 -7.0944 2.2944
H -12.1797 -7.7049 3.4895
H -12.5127 -6.6164 2.2018
H -14.2134 -10.6597 1.1616
H -14.8703 -8.9740 0.8402
C -12.7534 -0.8825 5.8726
C -12.2109 -0.8852 4.4550
C -12.8552 -2.0455 3.6972
S -14.5826 -2.2936 4.3264
O -14.8023 -3.6790 4.8695
O -15.4613 -1.7239 3.2572
C -14.3072 -1.2119 5.8032
H -12.5665 0.1456 6.1828
H -12.2910 -1.4578 6.6746
H -11.1296 -0.8665 4.3187
H -12.4908 0.0445 3.9596
H -12.3484 -2.8822 4.1782
H -12.8604 -2.0294 2.6073
H -14.8963 -1.6982 6.5808
H -14.9872 -0.3616 5.7511

Calculated values
- Charge: 0
- Energy relative to the best compared isomer or geometry (same formula, charge and spin): 43.790 eV
- 2S+1: 1

# 5
The molecule C3H4N4 in a non-equilibrium geometry, computed with the ωB97M-V functional and the def2-TZVPD basis.

Element x y z (Å)
H -0.9284 1.1311 0.6086
N -1.7826 0.4534 0.6989
C -1.4893 -0.7337 0.1098
N -0.1151 -0.8098 -0.4013
C 0.8021 0.2497 -0.2475
C 2.1122 -0.0154 0.2007
N 3.1407 -0.4068 0.5094
N 0.5553 1.5264 -0.2653
H -0.3315 1.7556 -0.5586
H -2.3853 -1.4819 0.0747
H 0.4219 -1.6685 -0.7293

Calculated values
- Charge: 0
- Energy relative to the best compared isomer or geometry (same formula, charge and spin): 3.684 eV
- 2S+1: 1

# 6
The ion C3H9O8P3 with charge -2 in a non-equilibrium geometry, computed with the ωB97M-V functional and the def2-TZVPD basis.

Element x y z (Å)
C -0.1327 2.5042 -0.9603
O 0.0989 2.1150 0.3592
P -0.5521 0.7514 0.9587
O -0.1779 0.7870 2.3546
P -2.5311 0.0245 -0.0775
O -3.2439 -0.9880 0.7763
O -3.2774 1.2368 -0.5115
O -1.6028 -0.6487 -1.1655
P 0.3582 -0.7926 -0.5472
O 0.7959 -0.5349 -1.9610
O 0.1528 -2.3598 -0.1515
C -0.5886 -2.6479 1.0162
O 1.9164 -0.7757 0.3860
C 2.6634 0.2988 0.0405
H -0.4865 3.5130 -0.9450
H -0.9165 1.9547 -1.4020
H 0.8441 2.2118 -1.6810
H -0.1844 -2.1568 1.8897
H -0.4843 -3.6821 1.0732
H -1.5963 -2.3985 0.8844
H 3.8136 -0.0481 0.2216
H 2.3400 1.1791 0.4717
H 2.7912 0.4570 -1.0295

Calculated values
- Charge: -2
- Energy relative to the best compared isomer or geometry (same formula, charge and spin): 0.000 eV
- 2S+1: 1

# 7
A structure of composition CHBr2Cl2P in a non-equilibrium geometry, computed with the ωB97M-V functional and the def2-TZVPD basis.

Element x y z (Å)
C -0.9112 -0.0033 -0.1489
P 1.2329 -0.2077 0.8261
Cl 1.7244 1.7252 0.5831
Cl 2.1534 -0.8413 -0.8530
Br -1.9927 0.5375 1.2701
Br -1.3255 -1.8388 -0.7469
H -0.8813 0.6284 -0.9306

Calculated values
- Charge: 0
- Energy relative to the best compared isomer or geometry (same formula, charge and spin): 1.075 eV
- 2S+1: 1

# 8
A cluster of 2 separate species, C2H9N4O in total in a non-equilibrium geometry, computed with the ωB97M-V functional and the def2-TZVPD basis.

Element x y z (Å)
C 1.1514 0.9260 -1.2988
C -0.6296 -0.2340 0.5568
N 0.9718 1.8436 -0.4285
N -0.5289 0.9200 1.3757
N 0.5669 -0.5838 -0.1259
N 0.6048 -1.6569 -1.0135
O 1.5395 0.4821 -2.2960
H -1.4791 -0.0636 -0.1755
H -0.8548 -1.0612 1.1417
H 0.4908 1.6415 0.5930
H 1.2998 2.7809 -0.4311
H -0.3003 0.8648 2.3895
H -1.3483 1.4019 1.1576
H -0.2987 -2.0477 -1.3134
H 1.1734 -1.2780 -1.7651
H 1.0395 -2.4516 -0.4865

Calculated values
- Charge: +1
- Energy relative to the best compared isomer or geometry (same formula, charge and spin): 4.654 eV
- 2S+1: 1